{
  "formula": "C3H8N2O2",
  "method": "the ωB97M-V functional and the def2-TZVPD basis",
  "de_lowest_ev": 1.078,
  "lumo_energy_ev": 0.6,
  "multiplicity": 1,
  "gap_ev": 10.14,
  "smiles": "NC(=O)NCCO",
  "elements": ["N", "C", "O", "N", "C", "C", "O", "H", "H", "H", "H", "H", "H", "H", "H"],
  "xyz": [[-1.098, -1.395, -2.001], [-0.723, -0.472, -1.027], [-1.465, 0.509, -0.899], [0.375, -0.698, -0.236], [1.108, 0.248, 0.807], [0.358, 1.494, 1.367], [-0.959, 1.098, 1.497], [-1.839, -1.008, -2.577], [-0.433, -1.942, -2.526], [0.834, -1.585, -0.445], [2.018, 0.524, 0.284], [1.347, -0.367, 1.684], [0.502, 2.402, 0.748], [0.723, 1.806, 2.370], [-1.248, 0.915, 0.554]],
  "forces_ev_per_angstrom": [[0.302, 0.069, 0.122], [-0.021, 0.558, 0.131], [0.266, -0.121, -0.187], [0.047, 0.453, 0.255], [-0.104, -0.679, -0.746], [0.068, -0.411, -0.403], [-0.821, 0.468, 0.131], [0.233, -0.141, 0.267], [0.161, 0.086, 0.305], [0.020, 0.619, 0.481], [0.291, 0.079, 0.148], [-0.122, -0.191, -0.538], [-0.172, -0.441, -0.192], [0.183, -0.646, -0.552], [-0.331, 0.297, 0.778]]
}


{
  "formula": "C5H16NO2",
  "method": "the ωB97M-V functional and the def2-TZVPD basis",
  "de_lowest_ev": 12.983,
  "lumo_energy_ev": -9.3,
  "multiplicity": 1,
  "gap_ev": 3.31,
  "charge": 1,
  "elements": ["C", "C", "C", "C", "C", "O", "N", "H", "H", "H", "H", "H", "H", "H", "H", "H", "H", "H", "H", "H", "H", "H", "H", "O"],
  "xyz": [[0.971, -1.570, -0.689], [1.471, -0.448, 0.222], [0.188, 0.392, 0.519], [0.567, 1.834, 0.532], [1.010, 2.594, -0.672], [3.280, 1.460, 0.492], [-4.519, -1.742, -0.403], [0.011, -1.930, -0.150], [1.697, -2.339, -0.973], [0.583, -1.094, -1.670], [2.282, 0.264, -0.126], [-0.199, -0.019, 1.542], [-0.595, 0.172, -0.189], [1.876, 2.067, 0.220], [0.118, 2.407, 1.349], [0.713, 2.174, -1.712], [0.858, 3.702, -0.603], [4.230, 1.761, 0.670], [1.795, -0.719, 1.192], [-4.802, -1.318, -1.255], [-5.101, -1.376, 0.396], [-3.531, -1.782, -0.197], [-1.444, -2.700, 0.950], [-1.459, -1.792, 0.556]],
  "forces_ev_per_angstrom": [[2.899, 3.187, -2.120], [-3.930, -1.823, -0.579], [1.410, -0.386, 1.623], [-2.351, 2.410, -3.367], [-4.695, -1.459, 1.969], [-0.039, 0.919, 0.189], [-1.245, 0.049, 2.176], [-2.293, -0.343, 1.229], [-0.526, -0.388, 0.584], [0.107, -0.997, 1.603], [1.494, 0.015, -0.541], [0.635, 1.137, -1.676], [-0.193, 0.394, -0.386], [2.427, 0.301, -0.107], [1.359, 0.291, 0.129], [1.867, 0.105, 1.830], [1.015, -1.113, 0.269], [-1.715, -0.955, -0.562], [1.099, -0.711, 0.708], [0.169, 0.412, -0.660], [1.112, -0.622, -1.290], [0.122, 0.108, -0.172], [-0.059, 0.583, -0.282], [1.333, -1.114, -0.569]]
}


> What is the multiplicity in the first record?

1